Entry 1:
DFT (ωB97M-V/def2-TZVPD) results for an isolated molecule of C4H7N at a distorted geometry.

```
12
Properties=species:S:1:pos:R:3
C 0.4783 1.2877 -0.1598
C -0.2893 0.0846 0.3779
C 0.4920 -1.2555 -0.1219
C -1.6689 -0.0271 0.1775
N -2.7929 0.0024 -0.1988
H 0.0583 1.5115 -1.1285
H 1.6119 0.8734 -0.2551
H 0.2819 2.2677 0.5231
H -0.1285 0.0408 1.5003
H 1.5546 -1.1937 0.1495
H 0.0291 -2.1349 0.3556
H 0.3735 -1.4570 -1.2200
```

Summary:
net charge: 0
SMILES: CC(C)C#N
E_HOMO: -11.1 eV
gap between HOMO and LUMO: 11.952 eV
energy relative to the best compared isomer or geometry (same formula, charge and spin): 24.2 kcal/mol
LUMO: 0.85 eV

Entry 2:
DFT (ωB97M-V/def2-TZVPD) results for a structure of composition C33H26N3O3PS4SbSc.

```
72
Properties=species:S:1:pos:R:3
Sc -1.4116 -1.0020 1.0270
O 0.1335 -0.9163 2.3263
C 0.3386 -0.4818 3.5292
C 1.2209 -1.1738 4.3893
C 1.5011 -0.6950 5.6490
C 0.9293 0.4936 6.1165
C 0.0617 1.1786 5.2915
C -0.2586 0.7108 4.0123
C -1.1562 1.4898 3.1857
N -1.6468 1.0880 2.0737
N -2.4358 2.0184 1.4044
C -2.7553 1.5267 0.2390
O -2.3934 0.3808 -0.2113
C -3.6087 2.3618 -0.6566
C -3.8144 3.7168 -0.4161
C -4.5785 4.4720 -1.2928
C -5.1514 3.8762 -2.4106
C -4.9559 2.5216 -2.6454
C -4.1829 1.7671 -1.7747
H 1.6412 -2.1002 4.0160
H 2.1745 -1.2535 6.2904
H 1.1571 0.8643 7.1080
H -0.3977 2.1017 5.6320
H -1.4240 2.4919 3.5278
H -3.3596 4.1597 0.4599
H -4.7293 5.5289 -1.1054
H -5.7503 4.4664 -3.0945
H -5.4052 2.0509 -3.5117
H -4.0017 0.7133 -1.9432
S -1.2998 -5.6789 1.4592
Sb -2.7976 -4.0570 0.7661
S -1.7223 -2.6967 -0.8645
S -2.9571 -2.3534 2.4355
S -4.8411 -4.7991 0.0822
O 1.2694 -3.7661 1.8168
N 1.6830 -3.2666 0.6137
C 1.2319 -3.8369 -0.4333
C 1.6156 -3.2703 -1.7359
C 1.9457 -4.1503 -2.7680
C 2.3838 -3.6830 -3.9927
C 2.4908 -2.3137 -4.2066
C 2.1258 -1.4337 -3.2028
C 1.6685 -1.8883 -1.9652
P 1.0737 -0.7196 -0.6774
C 2.6577 -0.0278 -0.0442
C 3.0406 -0.3728 1.2494
C 4.2257 0.1167 1.7843
C 5.0418 0.9475 1.0317
C 4.6712 1.2902 -0.2634
C 3.4859 0.8053 -0.7949
C 0.4275 0.6702 -1.6883
C -0.4042 0.4122 -2.7780
C -1.1010 1.4394 -3.3951
C -1.0010 2.7396 -2.9209
C -0.1960 3.0046 -1.8225
C 0.5115 1.9789 -1.2118
H 0.4833 -4.3684 1.6888
H 0.5798 -4.7087 -0.3870
H 1.8581 -5.2153 -2.5885
H 2.6408 -4.3822 -4.7794
H 2.8353 -1.9322 -5.1604
H 2.1650 -0.3687 -3.3951
H 2.4019 -1.0290 1.8239
H 4.5034 -0.1514 2.7965
H 5.9642 1.3318 1.4518
H 5.3032 1.9392 -0.8585
H 3.1955 1.0907 -1.7990
H -0.5389 -0.6073 -3.1202
H -1.7580 1.2149 -4.2267
H -1.5798 3.5336 -3.3776
H -0.1378 4.0091 -1.4207
H 1.1133 2.1968 -0.3370
```

Summary:
net charge: -2
E_HOMO: -2.1 eV
gap between HOMO and LUMO: 6.214 eV
energy relative to the best compared isomer or geometry (same formula, charge and spin): 0.0 kcal/mol
LUMO: 4.15 eV

Entry 3:
DFT (ωB97M-V/def2-TZVPD) results for an isolated molecule of C17H17NO7 at a distorted geometry.

```
42
Properties=species:S:1:pos:R:3
C 1.0926 4.9852 0.1007
O -0.0035 4.1005 0.1033
C 0.2447 2.7546 0.0573
C 1.5266 2.2240 0.0405
C 1.7367 0.8492 0.0200
C 3.1308 0.3589 0.0049
O 4.1105 1.0654 0.0115
O 3.1914 -0.9814 -0.0181
C 4.4835 -1.5610 -0.0323
C 4.4023 -3.0817 -0.0044
C 3.0202 -3.6500 0.0607
O 5.4076 -3.7435 -0.0322
C 0.6590 -0.0249 0.0206
C -0.6276 0.4872 0.0293
N -1.7585 -0.3258 0.0273
C -1.8312 -1.6873 0.0303
O -0.8825 -2.4479 0.0346
C -3.2188 -2.1775 0.0275
C -3.6855 -3.4676 0.0337
C -5.0934 -3.3778 0.0285
C -5.3830 -2.0461 0.0196
O -4.2631 -1.3117 0.0187
C -0.8555 1.8799 0.0370
O -2.1791 2.2255 0.0483
C -2.5993 3.5380 -0.2592
H 1.7261 4.8432 0.9809
H 0.6561 5.9827 0.1271
H 1.6958 4.8767 -0.8053
H 2.3971 2.8585 0.0506
H 5.0648 -1.2135 0.8319
H 5.0324 -1.2442 -0.9287
H 2.5109 -3.2759 0.9459
H 3.0615 -4.7352 0.0826
H 2.4453 -3.3144 -0.7996
H 0.8076 -1.0899 0.0113
H -2.6313 0.1877 0.0290
H -3.0834 -4.3520 0.0411
H -5.7926 -4.1881 0.0312
H -6.3157 -1.5168 0.0134
H -3.6842 3.4730 -0.3449
H -2.3365 4.2422 0.5311
H -2.1788 3.8815 -1.2059
```

Summary:
net charge: 0
SMILES: COc1cc(C(=O)OCC(C)=O)cc(NC(=O)c2ccco2)c1OC
E_HOMO: -8.4 eV
gap between HOMO and LUMO: 8.804 eV
LUMO: 0.39 eV

Entry 4:
DFT (ωB97M-V/def2-TZVPD) results for a structure of composition C9H13AuClFNO4Si at a distorted geometry.

```
31
Properties=species:S:1:pos:R:3
Au -1.1768 -2.6078 -0.1321
C 2.8962 0.4066 -0.4874
Si 1.8169 -1.0785 -0.3729
C 1.9067 -1.8980 1.2554
C 2.1767 -2.2336 -1.7490
N 0.0208 -0.7608 -0.6221
C -0.6363 0.2760 -0.6854
C -0.1221 1.6530 -0.4798
C -0.7606 2.7935 -0.3451
C -2.1947 2.9938 -0.2013
C -3.1786 2.1014 -0.2270
C -3.0282 0.7510 -0.6144
F -4.1015 0.0526 -0.7056
H 3.9242 0.0317 -0.4800
H 2.7935 1.0824 0.3681
H 2.7665 0.9745 -1.4140
H 2.9229 -2.2767 1.4055
H 1.2117 -2.7410 1.3178
H 1.6581 -1.2083 2.0698
H 3.2146 -2.5760 -1.6912
H 2.0339 -1.7575 -2.7260
H 1.5236 -3.1116 -1.7008
H 0.9511 1.6859 -0.3808
H -0.1407 3.6734 -0.2354
H -2.5109 4.0129 0.0006
H -4.1891 2.4032 0.0145
O -3.0216 -0.3602 3.2720
Cl -2.0914 -0.5120 2.1673
O -0.8006 0.1380 2.4298
O -1.8442 -2.0133 1.9786
O -2.0202 0.1053 -1.0292
```

Summary:
net charge: +1
E_HOMO: -12.4 eV
gap between HOMO and LUMO: 6.089 eV
energy relative to the best compared isomer or geometry (same formula, charge and spin): 43.3 kcal/mol
LUMO: -6.29 eV

Entry 5:
DFT (ωB97M-V/def2-TZVPD) results for a structure of composition H12O6Tl at a distorted geometry.

```
19
Properties=species:S:1:pos:R:3
Tl 5.7455 -16.8328 18.9179
O 4.8350 -14.4708 17.4728
H 4.4196 -13.7383 17.9279
H 4.9688 -14.1536 16.5796
O 3.7995 -15.0954 20.2313
H 4.0135 -14.1838 20.4299
H 3.2564 -15.3800 20.9664
O 5.8941 -17.0057 21.8618
H 5.3740 -16.5227 22.5041
H 6.4324 -17.5987 22.3859
O 5.3895 -16.9314 15.9574
H 4.7844 -16.4515 15.3919
H 5.9613 -17.4029 15.3516
O 7.2736 -18.5955 17.1101
H 6.9422 -19.4057 16.7227
H 8.2144 -18.6128 16.9345
O 3.7571 -18.6005 20.0571
H 3.8083 -19.2541 20.7545
H 3.0781 -18.9302 19.4685
```

Summary:
multiplicity: 2
net charge: +2
⟨S²⟩: 0.75
E_HOMO (alpha / beta): -19.2 / -19.1 eV
gap between HOMO and LUMO (alpha / beta): 11.397 / 5.380 eV
energy relative to the best compared isomer or geometry (same formula, charge and spin): 2.0 kcal/mol
LUMO (alpha / beta): -7.78 / -13.74 eV

Entry 6:
DFT (ωB97M-V/def2-TZVPD) results for a structure of composition C13H10N3O2Se3TeV at a distorted geometry.

```
33
Properties=species:S:1:pos:R:3
V -0.0774 -0.0309 -0.1794
O -0.0726 4.5213 -0.4581
C -0.5010 4.7544 0.7949
C -0.7044 6.0857 1.1689
C -1.1149 6.3975 2.4504
C -1.3348 5.3910 3.3897
C -1.1468 4.0736 3.0107
C -0.7429 3.7296 1.7224
C -0.5801 2.2972 1.3392
O 0.0294 2.0374 0.2302
N -1.1360 1.4047 2.1188
N -0.9638 0.1511 1.5046
C -1.4571 -0.9356 2.0761
C -1.2653 -2.1566 1.3424
C -1.7042 -3.4112 1.8001
C -1.4738 -4.5243 1.0393
C -0.7973 -4.3974 -0.1809
C -0.3874 -3.1475 -0.5723
N -0.6138 -2.0400 0.1499
H 0.1158 3.5520 -0.5164
H -0.5186 6.8553 0.4308
H -1.2614 7.4354 2.7274
H -1.6478 5.6302 4.3973
H -1.3211 3.2657 3.7092
H -1.9761 -0.8846 3.0247
H -2.2186 -3.4777 2.7503
H -1.8086 -5.4962 1.3818
H -0.5860 -5.2514 -0.8086
H 0.1497 -2.9800 -1.4967
Se -1.8110 0.4674 -1.9055
Se 0.1317 -0.3237 -2.9840
Te 2.1988 0.7400 -1.8806
Se 2.3980 -0.5700 0.2432
```

Summary:
multiplicity: 4
net charge: -1
⟨S²⟩: 3.80
E_HOMO (alpha / beta): -3.6 / -4.3 eV
gap between HOMO and LUMO (alpha / beta): 6.092 / 6.424 eV
LUMO (alpha / beta): 2.54 / 2.14 eV

Entry 7:
DFT (ωB97M-V/def2-TZVPD) results for an isolated molecule of C5H7PS at a distorted geometry.

```
14
Properties=species:S:1:pos:R:3
C 0.1583 -0.4294 1.1748
C -0.4089 -1.7298 1.3993
C -0.8051 -0.3218 -1.1151
C -0.0445 0.2524 -0.0125
C 0.6061 1.5598 0.0500
P -0.4120 -0.2879 -2.7538
S -1.0746 -2.6452 0.2221
H 0.6943 0.0804 2.0954
H -0.5286 -2.2117 2.4546
H -1.6256 -0.7554 -0.7080
H 0.0928 2.3969 -0.3419
H 1.4193 1.7473 -0.6874
H 1.0791 1.8718 0.9774
H 0.8494 0.4725 -2.7548
```

Summary:
multiplicity: 3
net charge: 0
⟨S²⟩: 2.08
E_HOMO (alpha / beta): -6.6 / -8.9 eV
gap between HOMO and LUMO (alpha / beta): 6.640 / 6.609 eV
energy relative to the best compared isomer or geometry (same formula, charge and spin): 44.8 kcal/mol
LUMO (alpha / beta): 0.03 / -2.25 eV

Entry 8:
DFT (ωB97M-V/def2-TZVPD) results for a structure of composition C20H25CrF4N4O.

```
55
Properties=species:S:1:pos:R:3
Cr 0.6086 0.2861 -0.2600
C 1.5321 3.4474 -1.0599
C 0.2214 3.3567 -0.3000
N 0.1191 2.1895 0.6142
C -1.2488 2.1401 1.1967
C -2.3528 1.8056 0.2091
C 1.0931 2.3288 1.7438
C 1.3014 1.0132 2.4804
N 1.4807 -0.0048 1.4585
C 2.1104 -1.1973 1.6833
C 2.4061 -1.9845 0.5638
F 2.0583 -1.4609 -0.6716
C 3.0373 -3.2004 0.6139
F 3.2673 -3.8555 -0.5305
C 3.4243 -3.7349 1.8279
C 3.1442 -2.9872 2.9541
F 3.4823 -3.4554 4.1586
C 2.5022 -1.7620 2.8992
F 2.2333 -1.1219 4.0539
H 1.4605 4.2595 -1.7841
H 1.7381 2.5306 -1.6167
H 2.3863 3.6640 -0.4220
H -0.5948 3.2726 -1.0146
H 0.0509 4.2689 0.2849
H -1.4476 3.1033 1.6808
H -1.2323 1.3887 1.9873
H -2.5128 2.5911 -0.5280
H -3.2851 1.6831 0.7611
H -2.1572 0.8680 -0.3182
H 0.7530 3.1205 2.4195
H 2.0455 2.6314 1.3169
H 0.4588 0.7969 3.1497
H 2.1762 1.1263 3.1227
H 3.9208 -4.6911 1.8954
C -1.1793 1.4469 -4.1261
C -0.7611 0.4054 -3.1386
O -0.0876 0.7286 -2.1419
N -1.1431 -0.8539 -3.3378
C -0.7465 -1.9436 -2.4501
C -1.4935 -1.9744 -1.1331
C -2.7610 -2.5260 -1.0327
C -3.3708 -2.5884 0.2097
C -2.6867 -2.1177 1.3180
C -1.4295 -1.5709 1.1336
N -0.8489 -1.4855 -0.0676
H -0.3407 2.1170 -4.3023
H -1.9900 2.0311 -3.6879
H -1.5179 1.0236 -5.0693
H -1.6555 -1.0684 -4.1772
H 0.3220 -1.8721 -2.2537
H -0.9188 -2.8739 -2.9880
H -3.2518 -2.9194 -1.9136
H -4.3592 -3.0163 0.3134
H -3.1119 -2.1721 2.3101
H -0.8490 -1.1862 1.9647
```

Summary:
multiplicity: 5
net charge: +1
⟨S²⟩: 6.01
E_HOMO (alpha / beta): -9.9 / -10.3 eV
gap between HOMO and LUMO (alpha / beta): 7.275 / 7.620 eV
LUMO (alpha / beta): -2.61 / -2.68 eV

Entry 9:
DFT (ωB97M-V/def2-TZVPD) results for a structure of composition C7H16O13S4Ti at a distorted geometry.

```
41
Properties=species:S:1:pos:R:3
Ti -13.1247 2.4145 22.9862
S -13.3756 3.0588 19.9395
O -12.5285 3.2612 18.7463
O -14.8025 2.8358 19.6092
O -12.8943 1.8748 20.7691
O -13.2191 4.2135 20.8484
S -14.7167 5.1809 23.6332
O -13.3039 5.6343 23.4267
O -14.6420 3.6357 23.6010
O -15.2582 5.5994 24.9336
O -15.4501 5.6872 22.4699
C -17.2517 1.5076 22.2447
C -16.0638 0.8469 21.5908
O -16.5834 -0.4598 21.2568
C -17.9245 -0.3762 21.2104
O -18.6512 -1.2521 20.8338
O -18.3385 0.8637 21.5236
H -17.3556 2.5790 22.1059
H -17.3046 1.3311 23.3238
H -15.2196 0.7585 22.2687
H -15.7186 1.4489 20.7384
C -11.9383 -2.1635 22.8531
S -12.0641 -0.9214 24.1618
O -12.2651 0.3696 23.4136
C -13.6948 -1.3281 24.7913
H -11.9269 -1.6045 21.9161
H -12.7401 -2.8917 22.8758
H -10.9409 -2.5846 22.9667
H -13.8252 -0.6287 25.6157
H -13.6431 -2.3307 25.2183
H -14.4313 -1.2561 23.9961
C -10.6921 4.0328 22.2077
S -10.1866 3.2948 23.7542
O -11.4389 2.8750 24.4575
C -9.4813 1.7918 23.0384
H -9.8539 4.6546 21.8572
H -11.5569 4.7069 22.3094
H -10.8653 3.3452 21.3764
H -8.5506 2.0107 22.5127
H -10.1968 1.4044 22.3155
H -9.3024 1.1000 23.8587
```

Summary:
multiplicity: 4
net charge: -3
⟨S²⟩: 3.75
E_HOMO (alpha / beta): 2.8 / 0.4 eV
gap between HOMO and LUMO (alpha / beta): 2.878 / 5.210 eV
LUMO (alpha / beta): 5.63 / 5.61 eV

Entry 10:
DFT (ωB97M-V/def2-TZVPD) results for a structure of composition C22H40N6O6PPb at a distorted geometry.

```
76
Properties=species:S:1:pos:R:3
Pb -0.0539 -0.1887 -0.1708
C 1.0034 -7.2485 0.2567
O 2.3229 -6.7308 0.2532
C 2.4643 -5.3869 0.2691
C 3.7941 -4.9236 0.2080
C 4.0080 -3.5821 0.2214
C 2.9583 -2.6280 0.2739
C 3.2873 -1.2252 0.2674
C 4.7214 -0.7915 0.5076
O 2.4588 -0.3212 0.0705
C 1.6105 -3.0975 0.3395
O 0.5552 -2.3508 0.4281
C 1.4132 -4.5042 0.3437
H 1.0985 -8.3283 0.1954
H 0.4358 -6.8830 -0.6022
H 0.4789 -6.9823 1.1780
H 4.6040 -5.6375 0.1461
H 5.0320 -3.2350 0.1678
H 5.1349 -1.2610 1.4004
H 4.7396 0.2905 0.6197
H 5.3545 -1.0659 -0.3395
H 0.3875 -4.8412 0.3909
C -4.1257 -4.3177 1.1034
N -3.5738 -3.2448 0.2826
C -4.1660 -2.6715 -0.8184
C -3.2973 -1.7209 -1.2574
N -2.1814 -1.7058 -0.4449
C -2.3874 -2.6331 0.4705
H -5.0323 -4.6878 0.6351
H -4.3676 -3.9547 2.0994
H -3.4132 -5.1348 1.1812
H -5.1281 -2.9922 -1.1848
H -3.3914 -1.0685 -2.1117
H -1.6740 -2.9131 1.2332
C 0.0279 5.4030 -2.9329
N 0.1660 4.7025 -1.6633
C -0.8431 5.0424 -0.6665
P 1.0406 3.3043 -1.5595
O 0.5152 2.4228 -0.4735
N 2.6067 3.7361 -1.3511
C 3.5901 2.6828 -1.0971
C 3.1678 5.0384 -1.6700
N 0.9776 2.5215 -3.0155
C -0.2712 1.8904 -3.4186
C 1.9374 2.7051 -4.0934
H 0.0851 6.4822 -2.7740
H -0.9318 5.1835 -3.4137
H 0.8254 5.1264 -3.6198
H -0.7648 6.0968 -0.3924
H -0.6974 4.4403 0.2257
H -1.8534 4.8677 -1.0527
H 3.1002 1.7636 -0.7802
H 4.2597 3.0028 -0.2969
H 4.1979 2.4752 -1.9848
H 2.3924 5.7995 -1.6702
H 3.6742 5.0440 -2.6426
H 3.9039 5.3059 -0.9099
H -0.9959 1.9326 -2.6054
H -0.1102 0.8410 -3.6862
H -0.7060 2.3947 -4.2878
H 2.8281 3.2097 -3.7268
H 1.5141 3.2962 -4.9129
H 2.2413 1.7375 -4.5005
C -1.8229 0.9708 1.3597
H -1.8385 2.0710 1.4303
H -2.5689 0.5568 2.0494
N 0.4189 0.0736 5.9510
C 1.2091 -0.0112 4.7299
C 0.2918 0.0106 3.5247
O -0.9758 0.3044 3.8040
O 0.6856 -0.1859 2.4017
H 0.8604 0.6426 6.6585
H 0.2477 -0.8396 6.3498
H -0.9901 0.4116 4.7868
H 1.8536 -0.8860 4.6542
H 1.8453 0.8686 4.6306
```

Summary:
net charge: +1
E_HOMO: -9.6 eV
gap between HOMO and LUMO: 5.392 eV
LUMO: -4.17 eV

> Look up the net charge of the eighth one.

+1

> What is the formula in the eighth record?

C20H25CrF4N4O

Repeat the sixth record exactly.
DFT (ωB97M-V/def2-TZVPD) results for a structure of composition C13H10N3O2Se3TeV at a distorted geometry.

```
33
Properties=species:S:1:pos:R:3
V -0.0774 -0.0309 -0.1794
O -0.0726 4.5213 -0.4581
C -0.5010 4.7544 0.7949
C -0.7044 6.0857 1.1689
C -1.1149 6.3975 2.4504
C -1.3348 5.3910 3.3897
C -1.1468 4.0736 3.0107
C -0.7429 3.7296 1.7224
C -0.5801 2.2972 1.3392
O 0.0294 2.0374 0.2302
N -1.1360 1.4047 2.1188
N -0.9638 0.1511 1.5046
C -1.4571 -0.9356 2.0761
C -1.2653 -2.1566 1.3424
C -1.7042 -3.4112 1.8001
C -1.4738 -4.5243 1.0393
C -0.7973 -4.3974 -0.1809
C -0.3874 -3.1475 -0.5723
N -0.6138 -2.0400 0.1499
H 0.1158 3.5520 -0.5164
H -0.5186 6.8553 0.4308
H -1.2614 7.4354 2.7274
H -1.6478 5.6302 4.3973
H -1.3211 3.2657 3.7092
H -1.9761 -0.8846 3.0247
H -2.2186 -3.4777 2.7503
H -1.8086 -5.4962 1.3818
H -0.5860 -5.2514 -0.8086
H 0.1497 -2.9800 -1.4967
Se -1.8110 0.4674 -1.9055
Se 0.1317 -0.3237 -2.9840
Te 2.1988 0.7400 -1.8806
Se 2.3980 -0.5700 0.2432
```

Summary:
multiplicity: 4
net charge: -1
⟨S²⟩: 3.80
E_HOMO (alpha / beta): -3.6 / -4.3 eV
gap between HOMO and LUMO (alpha / beta): 6.092 / 6.424 eV
LUMO (alpha / beta): 2.54 / 2.14 eV